Formula: C6H12O
Source: OMol25
Level of theory: ωB97M-V/def2-TZVPD

Bonds (Å) are listed after each position.
CARTESIAN COORDINATES (ANGSTROEM)
1 C -2.670 -0.842 0.384  C2 1.524, H8 1.093, H9 1.097, H10 1.094
2 C -1.304 -0.574 -0.235  C1 1.524, C3 1.509, H11 1.099, H12 1.098
3 C -0.571 0.443 0.604  C2 1.509, C6 1.462, O7 1.412, H13 1.093
4 C 2.142 -0.724 -0.519  C5 1.338, H14 1.095, H15 1.092
5 C 3.189 0.096 -0.365  C4 1.338, H16 1.093, H18 1.091
6 C 0.109 1.607 0.039  C3 1.462, O7 1.429, H17 1.096, H19 1.097
7 O -1.169 1.721 0.669  C3 1.412, C6 1.429
8 H -3.252 -1.548 -0.214  C1 1.093
9 H -2.564 -1.251 1.395  C1 1.097
10 H -3.229 0.097 0.453  C1 1.094
11 H -0.727 -1.507 -0.303  C2 1.099
12 H -1.421 -0.187 -1.255  C2 1.098
13 H -0.223 0.081 1.575  C3 1.093
14 H 1.574 -0.781 -1.452  C4 1.095
15 H 1.805 -1.364 0.300  C4 1.092
16 H 3.732 0.180 0.580  C5 1.093
17 H 0.952 2.056 0.575  C6 1.096
18 H 3.521 0.740 -1.181  C5 1.091
19 H 0.106 1.757 -1.049  C6 1.097

Its frontier orbital gap is 11.18 eV. Its total energy is -310.96862 hartree. As for the largest force on an atom: 0.67 eV/Å. As for the HOMO energy: -10.095 eV. The value obtained for the energy above the lowest of the compared OMol25 structures with the same formula, charge and spin is 56.9 kcal per mole.